[1]
46
Properties=species:S:1:pos:R:3:forces:R:3:lowdin_charge:R:1 method="wB97M-V/def2-TZVPD" total_charge=+1
N 2.7998 -0.0063 1.5799 -0.5100 0.0560 -0.7435 -0.1415
P 2.1173 1.3761 0.8690 0.1414 -0.0337 -0.2185 0.8321
O 2.5480 2.4776 2.0012 -0.3600 0.0064 0.4065 -0.2851
C 0.3231 1.0599 1.3534 0.2594 -0.0362 0.0550 -0.4449
C -0.5620 2.2477 1.0346 -0.1089 -0.0915 -0.8672 -0.1604
N -2.0066 1.8880 1.2826 1.0281 0.0259 1.4495 0.1255
C -2.2165 0.5991 1.6021 -0.2538 0.1701 -0.5016 -0.4098
N -2.9601 0.2838 2.6658 -0.4352 0.0544 -0.1659 0.2276
N -1.6532 -0.3315 0.8214 0.2949 -0.4999 0.8555 0.1249
C -0.2002 -0.0991 0.5153 -0.0985 0.3711 -0.6448 -0.1556
H 3.1773 -0.5826 0.8354 0.2665 -0.0989 0.2566 0.0098
H 2.1451 -0.5657 2.1132 0.2833 -0.0831 0.3323 0.0392
H 2.0148 3.2811 2.0047 0.2357 0.0851 -0.1230 0.0486
H 0.3084 0.8155 2.4237 -0.0712 0.0129 0.0154 0.1288
H -0.3241 3.1658 1.5676 -0.1452 -0.1204 0.2553 0.1263
H -0.4356 2.4570 -0.0307 -0.1080 0.1632 0.0523 0.0967
H -2.4643 2.5060 1.9406 -0.0455 0.2243 -0.2266 0.1508
H -3.0841 0.9636 3.3974 -0.3425 0.0851 -0.1494 0.1333
H -3.5059 -0.5608 2.7265 0.2115 -0.1404 0.0251 0.1376
H -1.8228 -1.2615 1.1813 0.0787 -0.0902 -0.1557 0.1513
H -0.0966 0.1523 -0.5437 -0.0517 -0.0428 0.0149 0.1243
H 0.3394 -1.0307 0.6720 -0.1448 -0.0477 0.1727 0.1138
C 1.9469 -5.7521 0.7595 -0.0060 0.0015 0.0057 -0.0900
C 2.9421 -5.7181 1.7271 -0.0075 -0.0016 0.0058 -0.0846
C 3.7742 -4.6122 1.8324 -0.0470 -0.0084 0.0136 -0.0857
C 3.6056 -3.5384 0.9703 -0.0189 0.0975 -0.0126 -0.1102
C 2.6092 -3.5700 0.0026 -0.0249 0.0499 0.0332 -0.1195
C 1.7802 -4.6790 -0.1049 -0.0277 0.0188 0.0173 -0.1015
H 1.3055 -6.6193 0.6745 0.0016 -0.0095 -0.0042 0.1043
H 3.0717 -6.5569 2.3978 0.0075 -0.0113 -0.0036 0.1060
H 4.5533 -4.5882 2.5825 0.0104 -0.0025 -0.0018 0.1063
H 4.2599 -2.6786 1.0501 0.0511 -0.0308 -0.0038 0.0931
H 2.4863 -2.7359 -0.6799 0.0332 -0.0274 -0.0407 0.0931
H 1.0132 -4.7125 -0.8683 0.0057 -0.0069 -0.0115 0.0997
C -1.9431 4.3756 -3.8498 0.0031 0.0099 -0.0059 -0.0848
C -1.7865 3.9091 -2.5526 0.0096 -0.0096 0.0296 -0.0968
C -2.1630 2.6118 -2.2328 0.0549 0.0296 -0.0805 -0.1124
C -2.6883 1.7769 -3.2094 0.0035 -0.0242 0.0292 -0.0941
C -2.8425 2.2435 -4.5066 -0.0048 -0.0043 -0.0075 -0.0852
C -2.4723 3.5426 -4.8252 0.0009 -0.0002 -0.0013 -0.0803
H -1.6531 5.3871 -4.1005 0.0010 0.0062 -0.0021 0.1060
H -1.3715 4.5609 -1.7930 -0.0075 0.0125 0.0001 0.0978
H -2.0423 2.2528 -1.2198 -0.1489 -0.0544 -0.0381 0.0543
H -2.9791 0.7639 -2.9609 -0.0099 -0.0037 -0.0028 0.0987
H -3.2516 1.5950 -5.2698 -0.0070 -0.0014 -0.0051 0.1057
H -2.5961 3.9066 -5.8363 0.0033 0.0005 -0.0076 0.1073

[2]
46
Properties=species:S:1:pos:R:3:forces:R:3:lowdin_charge:R:1 method="wB97M-V/def2-TZVPD" smiles="CCN1CCN(c2n/c(=[NH+]/CCO)c3ccccc3[nH]2)CC1" relative_energy_kcal_mol=0.00 total_charge=+1
C 4.3815 2.4905 3.5156 -0.0937 0.0810 -0.2461 -0.0803
C 3.9400 2.5881 2.0609 0.1112 0.0163 0.1680 -0.2503
N 3.3755 1.3339 1.5824 -0.0307 -0.0325 -0.1316 -0.1893
C 3.3348 1.2403 0.1399 0.0471 -0.1958 -0.0758 -0.1692
C 2.9614 -0.1933 -0.2576 0.3630 0.4051 -0.2461 -0.1020
N 1.6705 -0.5256 0.3063 -0.0902 -0.0412 -0.1601 -0.0322
C 0.5388 -0.7154 -0.3632 -0.2311 -0.3370 -0.2520 -0.2842
N -0.5801 -0.9108 0.3187 -0.1439 0.0884 0.1468 0.1860
C -1.7473 -1.1134 -0.2880 0.3709 0.0480 0.1323 -0.2098
N -2.7016 -1.5431 0.5310 0.1510 0.1320 0.1983 0.1057
C -4.0092 -2.0949 0.2766 -0.7493 0.2700 -0.0597 -0.1412
C -5.1352 -1.1424 0.6973 0.0547 -0.4178 0.1203 -0.2333
O -5.1222 -0.0220 -0.1561 0.0507 0.1922 -0.1552 -0.0658
C -1.8771 -0.8921 -1.7154 0.2720 0.0277 -0.3398 -0.0541
C -3.0702 -0.7135 -2.4275 0.0679 0.0033 -0.1229 -0.0030
C -3.0490 -0.5845 -3.7988 -0.1185 -0.0258 0.0481 -0.0485
C -1.8451 -0.6233 -4.4963 0.1047 -0.0016 0.1914 -0.0415
C -0.6521 -0.7152 -3.8125 0.0036 -0.0091 0.0472 -0.0022
C -0.6594 -0.8154 -2.4236 -0.6314 -0.0353 0.0538 -0.1558
N 0.5290 -0.8065 -1.7210 0.4547 0.0436 0.1078 0.1877
C 1.6689 -0.3845 1.7512 -0.1984 0.2350 0.6228 -0.1066
C 2.0650 1.0431 2.1280 0.0343 -0.2921 0.0182 -0.1606
H 4.9940 1.6045 3.6559 0.0806 -0.0802 0.0390 0.0803
H 3.5346 2.4433 4.1945 -0.0497 0.0056 0.1204 0.0627
H 4.9697 3.3663 3.7738 0.0313 0.0904 0.1029 0.0762
H 3.2298 3.4222 1.9357 0.0615 -0.0070 -0.0721 0.1236
H 4.8172 2.7998 1.4459 -0.0690 0.0444 -0.0269 0.1162
H 2.6043 1.9424 -0.3061 0.0586 -0.0331 -0.0093 0.1345
H 4.3234 1.4716 -0.2602 -0.0419 0.0065 -0.0231 0.1288
H 3.7006 -0.8772 0.1696 -0.0494 0.0093 -0.1213 0.1404
H 2.9808 -0.2925 -1.3418 -0.0040 -0.0476 0.0459 0.1139
H -2.3995 -1.5739 1.4979 0.0870 -0.0008 -0.1587 0.1623
H -4.1066 -2.3429 -0.7795 0.0071 -0.1016 0.1284 0.1224
H -4.1066 -3.0135 0.8629 0.0274 0.0523 -0.1347 0.1356
H -6.0887 -1.6809 0.6235 0.1183 0.0044 0.0650 0.1272
H -4.9837 -0.8368 1.7415 -0.0325 -0.0943 -0.0654 0.1240
H -5.8316 0.5810 0.0885 0.0438 -0.0182 -0.0049 0.1048
H -4.0010 -0.6107 -1.8974 -0.0781 -0.0508 0.0205 0.0895
H -3.9737 -0.4477 -4.3361 -0.0960 0.0242 -0.0351 0.1153
H -1.8407 -0.5439 -5.5719 0.0157 0.0140 -0.1025 0.1181
H 0.2894 -0.6875 -4.3402 0.1070 0.0046 -0.0716 0.1200
H 1.3847 -0.7835 -2.2574 -0.1126 0.0382 0.1848 0.1480
H 2.4058 -1.0797 2.1609 -0.0544 -0.0004 -0.0102 0.1385
H 0.6770 -0.6274 2.1252 0.2005 0.0000 0.0147 0.1124
H 1.2980 1.7465 1.7537 0.0288 -0.0076 0.0471 0.1356
H 2.1060 1.1203 3.2133 -0.0790 -0.0066 0.0014 0.1202

[3]
52
Properties=species:S:1:pos:R:3:forces:R:3:lowdin_charge:R:1 method="wB97M-V/def2-TZVPD" smiles="C[C@H]1COC(=O)O1.C[C@H]1COC(=O)O1.C[C@H]1COC(=O)O1.C[C@H]1COC(=O)O1" relative_energy_kcal_mol=26.71 total_charge=0
C -2.4344 2.0767 3.9915 0.8095 0.5673 -1.1734 -0.0079
C -2.6930 1.6350 2.5529 -0.3817 -0.7477 0.1633 -0.2930
C -3.9126 0.7088 2.4303 -1.4943 0.7050 -0.7738 -0.0560
O -4.9183 1.5780 1.8576 -0.2698 0.0071 -0.2028 0.0465
C -4.3882 2.7258 1.4411 -0.4362 0.2539 -0.0154 -0.5964
O -5.0249 3.5857 0.9120 0.5958 -0.0086 -0.0022 0.1530
O -3.0666 2.7562 1.7244 0.2298 0.1932 0.1139 0.0724
H -3.1904 2.8314 4.2055 -0.0854 -0.2510 0.5659 0.0986
H -1.4592 2.5681 4.0030 -0.0955 0.1752 0.1537 0.0859
H -2.3593 1.2462 4.6872 -0.4379 -0.0499 0.0193 0.0893
H -1.8340 1.1785 2.0629 0.1561 0.0331 0.2556 0.1420
H -4.4595 0.4327 3.3325 1.0327 -0.6392 0.2752 0.1405
H -3.8365 -0.0828 1.6821 0.4493 -0.3560 0.5775 0.1215
C 2.1749 -3.4360 3.8127 1.3042 1.3096 0.9746 -0.0224
C 2.9480 -3.8135 2.5539 -0.7890 -0.9333 -0.2820 -0.3019
C 2.7278 -2.9404 1.3080 -2.0854 -0.1843 0.9359 -0.0992
O 3.9996 -2.4591 0.9163 -1.0586 0.0491 -0.1015 0.1033
C 4.8963 -2.9415 1.7793 2.5149 -0.2901 -0.8230 -0.5947
O 6.0785 -2.7482 1.7023 -0.7260 0.3481 0.0735 0.1499
O 4.3743 -3.7931 2.6407 -0.8285 -0.4008 1.6253 0.1098
H 2.2892 -2.3591 3.9804 -0.4146 0.0854 -0.1653 0.0883
H 2.6174 -3.8275 4.7336 0.2536 -0.4953 -0.3365 0.0844
H 1.1262 -3.7137 3.8780 -0.0365 -0.0120 -0.7180 0.0860
H 2.6264 -4.8352 2.3409 0.4849 -0.1439 -0.2095 0.1442
H 2.0110 -2.1566 1.5670 0.5227 0.5256 -0.1650 0.1218
H 2.1650 -3.5584 0.6067 0.8047 0.1773 -0.8233 0.1319
C 2.4303 2.8585 -5.6049 0.1456 0.1495 -0.3386 -0.0173
C 1.5193 2.1942 -4.6052 -1.2199 0.8946 0.4971 -0.2930
C 1.6765 0.7008 -4.3036 0.2170 0.0619 -0.6340 -0.0984
O 1.9523 0.6449 -2.9170 -0.0428 0.5112 0.7080 0.0239
C 1.9303 1.9199 -2.3558 0.5283 -0.7068 -1.0304 -0.5559
O 2.1826 2.1660 -1.2296 -0.2293 -0.2335 0.4718 0.1817
O 1.6487 2.8147 -3.3032 0.4924 -0.0356 0.1187 0.0816
H 1.9058 2.9723 -6.5545 0.1002 -0.2050 -0.0683 0.0867
H 3.3706 2.3361 -5.7804 -0.0233 -0.0664 0.1251 0.0871
H 2.6548 3.8740 -5.2801 0.0024 -0.0446 0.1368 0.0927
H 0.4882 2.4881 -4.8202 0.0164 -0.5215 -0.5336 0.1511
H 2.5008 0.2748 -4.8802 0.1647 0.0337 0.2551 0.1304
H 0.7995 0.0999 -4.5515 -0.1503 0.1839 0.2145 0.1289
C -2.8495 0.2834 -1.5842 0.2343 -0.6808 -0.5339 0.0039
C -1.7849 -0.8029 -1.3158 -1.0977 1.6241 -0.3432 -0.3033
C -0.5020 -0.1864 -0.8319 0.1165 0.3652 -0.4537 -0.1003
O -0.2729 -0.8322 0.4059 1.5112 -0.0061 0.4357 0.0696
C -1.2805 -1.6345 0.7699 -0.6527 1.2720 -0.2586 -0.5605
O -1.4020 -2.1113 1.8572 0.0254 -0.3524 -0.6938 0.1523
O -2.2023 -1.6271 -0.2316 -0.2117 -1.0861 0.1402 0.0836
H -2.3789 1.1452 -2.0599 0.0668 0.0473 0.0956 0.0871
H -3.3410 0.6027 -0.6676 0.0005 -0.0005 0.0111 0.0791
H -3.5708 -0.0956 -2.3088 -0.2891 0.0636 0.2900 0.0846
H -1.6134 -1.3162 -2.2625 -0.1682 -0.7709 0.4003 0.1498
H -0.5848 0.8928 -0.6937 -0.0560 -0.0364 0.4109 0.1351
H 0.2656 -0.3201 -1.5935 0.5005 -0.3777 0.6357 0.1215

[4]
55
Properties=species:S:1:pos:R:3:forces:R:3:lowdin_charge:R:1 method="wB97M-V/def2-TZVPD" total_charge=+1
O 1.1205 3.2968 5.4838 -1.7465 -2.0301 -4.9090 0.1661
C 0.8865 2.8762 4.3462 2.9792 2.3628 3.6497 -0.3763
F 1.7052 3.3847 3.2841 -2.6785 -1.9697 1.8735 0.0762
N -0.1336 1.8665 4.0172 1.0410 1.1594 -2.2892 -0.0387
C -0.0224 1.3680 2.6382 -0.8760 -0.5800 -4.4397 -0.3630
O -0.9096 1.4369 1.7745 3.1941 -0.3053 4.1547 0.1286
F 1.2295 0.7996 2.2365 -3.1766 1.6958 2.2357 0.0904
P -1.7696 2.3752 4.4356 -2.1703 0.8972 0.2719 1.1526
C -3.0757 1.0677 4.0637 0.5821 -0.8681 0.2840 -0.1421
B -4.3097 1.5793 3.1242 -2.1056 0.8032 -2.0522 -0.5506
O -4.3886 1.0262 1.7812 0.9444 1.7949 1.9166 0.0819
O -5.3392 2.4917 3.5315 2.2289 -1.3374 -1.2714 0.1045
C -2.2519 4.0617 3.6739 1.1531 1.8669 -2.0672 -0.3371
C -1.3732 4.5515 2.4980 -3.2557 2.9619 0.7724 -0.0065
C -1.7947 5.9270 1.8432 -2.5946 -1.2652 3.0444 0.0159
C -3.0591 6.6394 2.4453 2.1464 -4.0421 1.2455 0.0140
C -3.7425 5.9364 3.6527 1.3391 -0.1466 -1.1910 -0.0759
N -3.3801 4.7032 4.2711 2.4755 1.7380 -3.6708 0.0348
H -1.7807 2.5594 5.8740 0.4462 -0.1667 -1.1361 0.1019
H -3.4989 0.6824 5.0590 0.9332 0.5742 -1.2281 0.1196
H -2.5439 0.2135 3.4941 -0.9170 1.2634 0.9885 0.1138
H -4.3399 1.7544 1.1217 -0.3308 -0.8544 0.3773 0.1170
H -5.8359 2.7985 2.7313 0.3362 -0.6042 1.0633 0.1286
H -0.4613 4.0315 2.0596 -1.5260 0.6050 0.8619 0.0917
H -1.2311 6.3688 0.9467 -0.9155 -0.8293 1.6280 0.1142
H -3.4887 7.6185 2.0564 0.8020 -1.5531 0.5583 0.1092
H -4.6579 6.4797 4.1013 1.6973 -1.1896 -0.6634 0.1279
O 0.9146 -5.4090 -0.8207 -0.1852 0.9354 0.3052 0.1047
C 1.1938 -4.2791 -0.4950 0.3151 -0.7066 -0.4231 -0.5212
O 0.2138 -3.3971 -0.2058 -0.6084 -0.0485 0.2686 -0.0030
C 0.4366 -2.0812 0.3193 0.1950 0.0388 -0.1982 -0.2426
C 0.7983 -1.1054 -0.7824 0.0964 -0.0104 -0.2126 -0.0601
C 2.6218 -3.8110 -0.4832 0.3469 0.0689 0.5201 0.0176
H 1.1768 -2.1056 1.1248 0.0596 -0.0345 -0.1387 0.1109
H -0.5067 -1.7707 0.7769 -0.0324 -0.2929 -0.0957 0.1141
H 1.7220 -1.3889 -1.2903 0.0143 0.0699 0.1023 0.0695
H 0.9230 -0.0980 -0.3793 -0.0175 -0.0419 -0.0303 0.0650
H 0.0143 -1.0850 -1.5449 -0.0045 0.0184 0.1707 0.0869
H 2.9359 -3.6013 -1.5083 0.0172 -0.0124 0.0976 0.0925
H 3.2424 -4.6083 -0.0693 -0.1098 -0.0303 -0.2888 0.0983
H 2.7991 -2.9332 0.1347 -0.0264 0.0994 -0.1728 0.0683
O 3.6564 -1.6559 -3.9641 -0.1274 -0.8414 -0.3446 0.0816
C 3.1744 -2.5242 -4.6599 0.1632 0.5199 0.0435 -0.5302
O 3.9062 -3.5994 -5.0067 0.3237 0.0619 0.4744 -0.0024
C 3.3910 -4.7429 -5.7082 -0.1708 -0.0439 -0.2691 -0.2267
C 3.3203 -4.4845 -7.1994 0.0315 0.1845 -0.1371 -0.0663
C 1.7839 -2.3798 -5.2132 -0.5504 -0.2994 0.2210 0.0093
H 2.4319 -5.0570 -5.2862 0.0383 0.1337 -0.0440 0.1171
H 4.0926 -5.5588 -5.5190 0.0346 0.2748 0.1692 0.1251
H 2.6505 -3.6562 -7.4375 -0.0534 -0.1088 0.0258 0.0660
H 2.9695 -5.3732 -7.7280 0.0374 0.0365 0.0515 0.0847
H 4.3067 -4.2117 -7.5850 -0.0701 -0.1292 0.0817 0.0872
H 1.8088 -1.6979 -6.0658 0.0042 -0.0413 0.1057 0.1009
H 1.1447 -1.9617 -4.4327 0.1807 0.1793 -0.1385 0.0839
H 1.3239 -3.3180 -5.5157 0.0923 0.0394 -0.1510 0.0698

[5]
46
Properties=species:S:1:pos:R:3:forces:R:3:lowdin_charge:R:1 method="wB97M-V/def2-TZVPD" smiles=O[C@@H](COCCOc1ccc(Br)cc1)C[NH+]1CCCCC1 relative_energy_kcal_mol=0.00 total_charge=+1
O 0.0969 0.4221 3.6541 0.1261 -0.0408 0.3008 0.0196
C 0.1368 0.2093 2.2742 0.0256 -0.1360 -0.7823 -0.3383
C 1.1214 1.2461 1.7119 -0.1785 0.0513 0.4184 -0.1240
O 1.1615 1.1423 0.2970 -0.0686 -0.1927 0.1120 -0.1832
C 1.8403 2.2042 -0.3692 -0.0767 0.3822 -0.3180 -0.1293
C 0.9571 3.4378 -0.6128 0.3786 -0.4465 0.2971 -0.1428
O -0.0985 3.1265 -1.4939 -0.2327 0.0327 -0.1528 -0.0254
C -1.1482 2.3943 -1.0244 -0.3458 -0.3230 -0.0058 -0.2641
C -1.6850 2.5092 0.2558 0.1985 0.2244 -0.2161 -0.0150
C -2.7185 1.6813 0.6550 -0.1900 -0.1721 -0.1178 -0.1350
C -3.2279 0.7435 -0.2280 -0.2202 -0.2665 0.1669 -0.6941
Br -4.5306 -0.5207 0.3831 0.2480 0.3064 -0.1563 0.7340
C -2.7653 0.6777 -1.5337 -0.1387 -0.0479 0.2158 -0.1303
C -1.7306 1.5014 -1.9263 0.2340 0.3115 0.1246 0.0018
C 0.6117 -1.2319 1.9745 -0.0966 0.4102 0.8420 -0.0461
N 0.7048 -1.4962 0.5220 0.1240 0.2054 -0.0853 -0.0989
C -0.5956 -1.8956 -0.0682 -0.7012 0.0319 -0.5325 -0.1010
C -0.4837 -1.9601 -1.5848 0.1347 -0.3014 0.0965 -0.1567
C 0.5984 -2.9534 -1.9955 0.0624 0.2677 -0.0937 -0.1787
C 1.9177 -2.5729 -1.3317 -0.2388 -0.2400 0.0562 -0.1550
C 1.7481 -2.4922 0.1799 0.6698 -0.3130 -0.3695 -0.1075
H -0.6664 -0.0108 4.0538 0.0275 0.0518 -0.0847 0.1189
H -0.8455 0.3818 1.8098 0.1926 -0.0241 0.0374 0.1320
H 0.7841 2.2354 2.0324 -0.0195 -0.0107 -0.0461 0.1364
H 2.1195 1.0768 2.1374 -0.0350 0.0208 -0.0210 0.1486
H 2.7363 2.4915 0.1900 0.0106 -0.0254 -0.0129 0.1377
H 2.1329 1.7902 -1.3375 0.0516 0.1183 0.0850 0.1386
H 1.5532 4.1946 -1.1264 -0.0173 -0.0425 0.1359 0.1432
H 0.5996 3.8579 0.3317 0.0138 0.0509 -0.0889 0.1179
H -1.3156 3.2454 0.9519 0.0814 0.0806 0.0667 0.1209
H -3.1295 1.7702 1.6491 -0.0274 -0.0056 0.0924 0.1118
H -3.2041 -0.0190 -2.2300 -0.0414 -0.0769 -0.0789 0.1094
H -1.3536 1.4696 -2.9360 0.0786 -0.0205 -0.1363 0.1287
H 1.5960 -1.3558 2.4330 -0.0352 -0.0540 -0.1390 0.1455
H -0.0689 -1.9540 2.4333 0.0613 -0.0202 -0.1404 0.1498
H 0.9745 -0.5851 0.0902 -0.0375 -0.1584 0.0599 0.1492
H -1.3555 -1.1697 0.2216 0.0816 0.0186 0.1248 0.1074
H -0.8689 -2.8736 0.3349 0.0994 0.0671 0.1296 0.1494
H -1.4474 -2.2609 -1.9931 -0.0843 0.0985 0.0339 0.1280
H -0.2523 -0.9666 -1.9737 -0.0486 0.0694 -0.0274 0.1125
H 0.7137 -2.9533 -3.0779 -0.0126 -0.0674 -0.0334 0.1220
H 0.3098 -3.9611 -1.6933 -0.0156 -0.0903 -0.0078 0.1237
H 2.6848 -3.3115 -1.5615 0.0837 0.0589 0.0591 0.1272
H 2.2602 -1.6085 -1.7128 0.0855 0.0565 -0.0150 0.1232
H 2.6872 -2.1950 0.6498 -0.1552 0.0561 0.1052 0.1398
H 1.4447 -3.4609 0.5840 -0.0522 0.1048 0.1020 0.1484

E_HOMO across the listed records, respectively: -11.7; -11.4; -10.7; -11.7; -11.3 eV.
Gap between HOMO and LUMO across the listed records, respectively: 8.574; 8.409; 10.798; 7.086; 9.152 eV.